Entry 1:
{"formula": "C57H143LiN8O19", "method": "the ωB97M-V functional and the def2-TZVPD basis", "elements": ["Li", "C", "C", "C", "O", "H", "H", "H", "H", "H", "H", "H", "C", "C", "C", "O", "H", "H", "H", "H", "H", "H", "H", "H", "C", "C", "C", "O", "H", "H", "H", "H", "H", "H", "H", "H", "C", "O", "C", "C", "N", "C", "C", "O", "C", "H", "H", "H", "H", "H", "H", "H", "H", "H", "H", "H", "H", "H", "H", "H", "C", "O", "C", "C", "N", "C", "C", "O", "C", "H", "H", "H", "H", "H", "H", "H", "H", "H", "H", "H", "H", "H", "H", "H", "C", "O", "C", "C", "N", "C", "C", "O", "C", "H", "H", "H", "H", "H", "H", "H", "H", "H", "H", "H", "H", "H", "H", "H", "C", "O", "C", "C", "N", "C", "C", "O", "C", "H", "H", "H", "H", "H", "H", "H", "H", "H", "H", "H", "H", "H", "H", "H", "C", "O", "C", "C", "N", "C", "C", "O", "C", "H", "H", "H", "H", "H", "H", "H", "H", "H", "H", "H", "H", "H", "H", "H", "C", "O", "C", "C", "N", "C", "C", "O", "C", "H", "H", "H", "H", "H", "H", "H", "H", "H", "H", "H", "H", "H", "H", "H", "C", "O", "C", "C", "N", "C", "C", "O", "C", "H", "H", "H", "H", "H", "H", "H", "H", "H", "H", "H", "H", "H", "H", "H", "C", "O", "C", "C", "N", "C", "C", "O", "C", "H", "H", "H", "H", "H", "H", "H", "H", "H", "H", "H", "H", "H", "H", "H"], "xyz": [[-0.627, 2.464, -2.664], [-0.664, -0.338, 0.003], [-0.921, 1.179, 0.127], [0.232, 1.833, 0.767], [-1.296, 1.772, -1.058], [-1.348, -0.603, -0.776], [-0.870, -0.881, 0.935], [0.387, -0.507, -0.281], [-1.683, 1.274, 0.894], [0.077, 2.897, 0.939], [1.070, 1.833, 0.017], [0.556, 1.334, 1.678], [-3.996, 5.324, -1.305], [-3.183, 4.836, -0.069], [-3.798, 3.732, 0.762], [-1.883, 4.512, -0.461], [-5.055, 5.530, -1.114], [-4.001, 4.630, -2.163], [-3.598, 6.275, -1.716], [-2.995, 5.686, 0.505], [-3.699, 2.708, 0.231], [-4.787, 3.953, 1.051], [-3.210, 3.518, 1.681], [-1.804, 3.537, -0.615], [-5.653, 0.306, -1.631], [-4.148, 0.182, -1.671], [-3.684, -1.028, -2.332], [-3.616, 1.366, -2.258], [-6.186, -0.679, -1.365], [-5.934, 0.604, -2.689], [-5.993, 1.092, -0.978], [-3.942, 0.108, -0.595], [-3.893, -2.019, -2.002], [-2.580, -0.989, -2.350], [-4.070, -0.950, -3.364], [-2.780, 1.597, -1.727], [-0.063, 6.115, 3.043], [1.056, 6.706, 2.418], [1.345, 6.008, 1.266], [2.854, 5.873, 1.133], [3.388, 5.308, 2.406], [4.845, 5.130, 2.452], [5.291, 3.732, 2.219], [6.684, 3.774, 1.893], [7.169, 2.475, 1.572], [0.250, 5.128, 3.389], [-0.999, 6.039, 2.433], [-0.173, 6.861, 3.874], [0.941, 6.472, 0.320], [0.913, 5.012, 1.341], [3.323, 6.794, 0.846], [3.058, 5.103, 0.442], [3.011, 5.690, 3.222], [5.172, 5.483, 3.482], [5.430, 5.906, 1.846], [4.720, 3.344, 1.365], [5.215, 3.074, 3.125], [6.679, 2.136, 0.649], [6.779, 1.893, 2.418], [8.243, 2.413, 1.434], [-2.527, 3.731, 7.472], [-2.970, 3.637, 6.133], [-1.901, 3.944, 5.218], [-0.980, 2.767, 4.963], [0.455, 3.215, 5.003], [1.259, 2.019, 4.884], [2.685, 2.308, 5.134], [2.756, 3.068, 6.334], [4.069, 3.184, 6.812], [-2.338, 4.797, 7.783], [-1.629, 3.166, 7.521], [-3.202, 3.204, 8.025], [-1.321, 4.781, 5.581], [-2.527, 4.299, 4.337], [-1.228, 2.248, 3.994], [-1.117, 2.036, 5.741], [0.618, 3.633, 5.968], [1.114, 1.562, 3.873], [0.966, 1.226, 5.598], [3.045, 2.935, 4.314], [3.293, 1.403, 5.213], [4.394, 2.217, 7.212], [3.966, 4.009, 7.534], [4.789, 3.578, 6.039], [-1.738, -0.996, 7.317], [-1.754, -0.868, 5.924], [-2.945, -0.373, 5.396], [-2.886, -0.543, 3.850], [-3.186, -1.850, 3.412], [-3.552, -1.979, 2.020], [-3.701, -3.406, 1.534], [-2.482, -4.112, 1.483], [-2.657, -5.505, 1.629], [-2.581, -1.668, 7.692], [-1.837, 0.019, 7.740], [-0.796, -1.328, 7.554], [-3.107, 0.717, 5.662], [-3.809, -0.997, 5.723], [-1.943, -0.143, 3.481], [-3.602, 0.190, 3.462], [-2.487, -2.563, 3.701], [-2.867, -1.514, 1.301], [-4.466, -1.404, 1.849], [-4.103, -3.574, 0.525], [-4.310, -3.948, 2.274], [-1.644, -5.980, 1.791], [-3.099, -5.925, 0.715], [-3.277, -5.657, 2.505], [1.730, -4.424, -5.688], [1.797, -3.195, -4.991], [1.277, -3.332, -3.634], [2.183, -4.132, -2.660], [1.406, -4.187, -1.421], [2.068, -5.016, -0.388], [1.208, -4.957, 0.822], [1.907, -5.693, 1.823], [1.182, -6.274, 2.886], [1.913, -4.361, -6.734], [0.676, -4.826, -5.505], [2.492, -5.175, -5.360], [0.296, -3.810, -3.659], [1.162, -2.304, -3.186], [3.092, -3.528, -2.602], [2.465, -5.123, -3.028], [0.504, -4.606, -1.660], [3.010, -4.519, -0.178], [2.259, -6.034, -0.769], [0.218, -5.337, 0.664], [1.061, -3.923, 1.095], [0.474, -7.005, 2.555], [0.723, -5.442, 3.470], [1.853, -6.821, 3.520], [-3.158, -0.689, -7.583], [-2.179, 0.108, -6.944], [-1.970, -0.327, -5.609], [-1.152, 0.739, -4.796], [-1.913, 1.896, -4.311], [-2.323, 2.900, -5.288], [-1.037, 3.281, -6.119], [-1.350, 4.481, -6.817], [-0.362, 4.809, -7.822], [-3.384, -0.160, -8.480], [-4.048, -0.660, -6.947], [-2.878, -1.664, -7.668], [-1.515, -1.313, -5.687], [-2.947, -0.434, -5.058], [-0.379, 1.150, -5.406], [-0.769, 0.250, -3.941], [-2.665, 1.531, -3.764], [-2.678, 3.784, -4.729], [-3.101, 2.482, -5.899], [-0.770, 2.577, -6.850], [-0.186, 3.473, -5.471], [-0.772, 5.650, -8.405], [-0.146, 3.873, -8.321], [0.508, 5.121, -7.224], [-5.087, -6.873, -2.876], [-4.171, -6.139, -2.179], [-3.810, -4.990, -2.897], [-2.509, -4.417, -2.457], [-1.381, -5.143, -3.000], [-1.378, -6.594, -2.859], [-0.088, -7.205, -3.304], [-0.033, -6.999, -4.709], [1.022, -7.722, -5.262], [-5.403, -7.796, -2.395], [-4.723, -7.225, -3.850], [-6.055, -6.399, -3.078], [-4.662, -4.205, -2.794], [-3.670, -5.227, -3.945], [-2.419, -4.516, -1.356], [-2.385, -3.376, -2.738], [-1.247, -4.974, -4.002], [-2.283, -7.056, -3.305], [-1.378, -6.837, -1.779], [-0.171, -8.229, -3.116], [0.826, -6.765, -2.780], [0.999, -8.777, -4.912], [1.955, -7.239, -4.917], [0.905, -7.761, -6.342], [4.446, -0.093, 0.607], [3.482, -0.265, 1.691], [2.627, -1.367, 1.510], [1.575, -1.516, 2.524], [2.298, -1.898, 3.732], [1.464, -2.182, 4.882], [2.272, -2.359, 6.144], [2.953, -1.126, 6.375], [4.201, -1.047, 7.024], [4.798, 0.899, 0.660], [4.022, -0.264, -0.385], [5.207, -0.841, 0.713], [3.285, -2.232, 1.520], [2.207, -1.284, 0.497], [0.827, -2.313, 2.307], [1.005, -0.565, 2.606], [2.911, -1.116, 3.883], [0.841, -3.038, 4.620], [0.698, -1.414, 4.976], [2.948, -3.261, 5.899], [1.790, -2.659, 7.098], [4.248, -1.411, 7.979], [4.293, 0.052, 7.134], [5.069, -1.461, 6.510], [5.449, -0.263, -4.123], [4.478, 0.466, -3.388], [3.162, 0.005, -3.650], [2.027, 0.641, -2.880], [1.619, 2.014, -3.348], [2.039, 3.150, -2.522], [1.383, 4.470, -2.801], [0.032, 4.347, -2.636], [-0.687, 5.423, -3.078], [5.261, -0.237, -5.243], [5.409, -1.321, -3.728], [6.501, 0.085, -3.934], [3.197, -1.070, -3.384], [2.875, 0.114, -4.689], [2.221, 0.844, -1.846], [1.126, 0.027, -3.016], [1.823, 2.171, -4.367], [3.139, 3.342, -2.537], [1.806, 2.809, -1.462], [1.613, 4.891, -3.795], [1.714, 5.167, -1.987], [-0.501, 6.394, -2.538], [-1.721, 5.243, -3.034], [-0.465, 5.555, -4.119]], "total_energy_ev": -112443.815, "orbital_gap_ev": 8.665, "homo_energy_ha": -0.3057, "charge": 0}


Entry 2:
{"formula": "C37H24Cl3GeKN10O", "method": "the ωB97M-V functional and the def2-TZVPD basis", "elements": ["K", "C", "C", "C", "C", "C", "N", "C", "N", "C", "C", "C", "C", "C", "C", "C", "C", "N", "C", "N", "C", "N", "C", "N", "C", "N", "C", "C", "C", "C", "C", "C", "C", "C", "C", "C", "C", "C", "N", "C", "C", "H", "H", "H", "H", "H", "H", "H", "H", "H", "H", "H", "H", "H", "H", "H", "H", "Cl", "Ge", "Cl", "Cl", "N", "C", "N", "C", "C", "O", "C", "C", "H", "H", "H", "H", "H", "H", "H", "H"], "xyz": [[0.568, 1.113, -0.891], [-1.719, 5.198, -5.422], [-2.506, 5.609, -4.348], [-2.615, 4.830, -3.200], [-1.930, 3.632, -3.169], [-1.857, 2.534, -2.166], [-1.094, 1.537, -2.628], [-0.625, 1.882, -3.869], [0.104, 1.138, -4.657], [0.801, 0.077, -4.195], [1.224, -1.062, -5.000], [1.027, -1.426, -6.325], [1.547, -2.639, -6.753], [2.227, -3.489, -5.871], [2.421, -3.132, -4.544], [1.928, -1.905, -4.123], [1.928, -1.218, -2.834], [2.638, -1.585, -1.745], [2.346, -1.246, -0.524], [1.102, -1.075, 0.022], [1.265, -0.789, 1.319], [-1.121, -0.778, 1.971], [-1.811, 0.084, 1.307], [-1.407, 1.047, 0.410], [-2.502, 1.644, -0.070], [-2.605, 2.508, -1.073], [-3.699, 1.227, 0.714], [-4.984, 1.722, 0.784], [-5.850, 1.131, 1.701], [-5.431, 0.075, 2.504], [-4.130, -0.417, 2.425], [-3.282, 0.174, 1.515], [2.728, -0.728, 1.690], [3.471, -0.392, 2.816], [4.861, -0.396, 2.713], [5.503, -0.733, 1.528], [4.763, -1.070, 0.402], [3.388, -1.061, 0.508], [1.269, -0.055, -2.932], [-1.157, 3.211, -4.250], [-1.025, 3.991, -5.383], [-1.654, 5.823, -6.305], [-3.050, 6.544, -4.417], [-3.215, 5.144, -2.354], [0.483, -0.780, -7.003], [1.427, -2.938, -7.787], [2.598, -4.441, -6.232], [2.929, -3.791, -3.851], [-5.284, 2.563, 0.172], [-6.860, 1.509, 1.806], [-6.121, -0.356, 3.221], [-3.783, -1.216, 3.067], [2.985, -0.102, 3.734], [5.451, -0.121, 3.579], [6.585, -0.715, 1.481], [5.228, -1.324, -0.543], [-0.405, 3.664, -6.208], [-1.155, 1.418, 4.533], [-0.123, 2.729, 2.828], [1.449, 3.588, 4.266], [-1.729, 4.322, 3.031], [0.266, -0.655, 2.185], [0.671, -0.542, 3.568], [0.331, -1.579, 4.285], [-0.501, -2.738, 3.932], [0.328, -3.987, 4.183], [0.773, -4.058, 5.530], [1.547, -2.920, 5.884], [0.773, -1.630, 5.670], [-0.816, -2.677, 2.897], [-1.387, -2.741, 4.573], [1.193, -3.981, 3.506], [-0.260, -4.885, 4.003], [2.466, -2.893, 5.283], [1.811, -3.043, 6.933], [1.388, -0.754, 5.867], [-0.099, -1.606, 6.329]], "total_energy_ev": -166119.515, "e_above_lowest_kj_mol": 49.9, "spin_multiplicity": 2, "orbital_gap_ev": [4.989, 5.882], "homo_energy_ha": [-0.1471, -0.1880], "charge": -1}


Entry 3:
{"formula": "C25H48BF4O10S3", "method": "the ωB97M-V functional and the def2-TZVPD basis", "elements": ["C", "O", "C", "C", "C", "C", "C", "O", "B", "O", "C", "C", "C", "F", "O", "C", "C", "C", "C", "F", "F", "F", "H", "H", "H", "H", "H", "H", "H", "H", "H", "H", "H", "H", "H", "H", "H", "H", "H", "H", "H", "H", "H", "H", "H", "H", "C", "C", "C", "S", "O", "O", "C", "H", "H", "H", "H", "H", "H", "H", "H", "C", "C", "C", "S", "O", "O", "C", "H", "H", "H", "H", "H", "H", "H", "H", "C", "C", "C", "S", "O", "O", "C", "H", "H", "H", "H", "H", "H", "H", "H"], "xyz": [[-4.183, 2.164, -4.570], [-5.073, 1.657, -3.554], [-6.002, 0.695, -4.100], [-6.166, -0.477, -2.997], [-5.722, -1.914, -3.525], [-4.305, -2.414, -2.991], [-3.218, -1.270, -2.834], [-3.330, -0.722, -1.510], [-2.019, -0.015, -1.335], [-1.647, 0.976, -2.382], [-2.111, 0.518, 0.215], [-1.989, 2.092, 0.400], [-3.093, 2.940, -0.368], [-0.643, 2.462, -0.001], [-1.081, -1.150, -1.639], [-1.639, -1.622, -2.883], [-1.155, -3.128, -3.077], [-0.045, -3.197, -4.254], [1.286, -2.427, -3.910], [1.198, -1.037, -4.013], [1.865, -2.763, -2.693], [2.244, -2.803, -4.904], [-3.559, 1.300, -4.982], [-4.764, 2.684, -5.399], [-3.451, 2.927, -4.158], [-7.003, 1.247, -4.203], [-5.712, 0.286, -5.116], [-7.298, -0.539, -2.818], [-5.714, -0.174, -2.007], [-5.776, -1.951, -4.668], [-6.501, -2.663, -3.153], [-3.986, -3.275, -3.678], [-4.489, -2.894, -1.968], [-3.446, -0.484, -3.622], [-2.467, 1.399, -2.696], [-3.093, 0.208, 0.719], [-1.266, 0.042, 0.850], [-2.100, 2.335, 1.509], [-3.272, 3.972, 0.093], [-2.678, 3.137, -1.417], [-4.070, 2.385, -0.527], [-1.293, -1.120, -3.845], [-0.724, -3.578, -2.118], [-1.970, -3.850, -3.409], [-0.513, -2.833, -5.217], [0.233, -4.300, -4.378], [1.842, -1.906, 4.566], [2.099, -0.399, 4.611], [1.009, 0.277, 3.775], [-0.418, -0.800, 3.849], [-0.668, -1.322, 2.526], [-1.452, -0.169, 4.638], [0.351, -2.081, 4.826], [2.443, -2.442, 5.304], [2.098, -2.294, 3.576], [2.039, -0.050, 5.647], [3.092, -0.148, 4.239], [0.743, 1.256, 4.174], [1.307, 0.371, 2.730], [-0.028, -3.057, 4.523], [0.108, -1.893, 5.874], [5.071, -4.625, 2.293], [6.254, -4.096, 1.478], [6.496, -2.647, 1.907], [5.927, -2.525, 3.600], [4.787, -1.638, 3.639], [7.064, -2.356, 4.476], [5.339, -4.205, 3.733], [4.968, -5.707, 2.203], [4.143, -4.166, 1.936], [7.143, -4.698, 1.695], [6.067, -4.163, 0.405], [7.552, -2.384, 1.863], [5.913, -1.949, 1.304], [4.452, -4.240, 4.363], [6.139, -4.803, 4.175], [2.825, 4.843, 0.847], [2.725, 5.360, 2.284], [2.020, 6.717, 2.235], [0.961, 6.678, 0.791], [1.445, 7.654, -0.160], [-0.419, 6.637, 1.215], [1.447, 5.054, 0.235], [3.121, 3.793, 0.814], [3.573, 5.423, 0.297], [2.135, 4.659, 2.883], [3.708, 5.444, 2.753], [1.412, 6.888, 3.123], [2.732, 7.534, 2.109], [1.450, 5.020, -0.854], [0.726, 4.335, 0.631]], "total_energy_ev": -91231.554, "orbital_gap_ev": 6.956, "homo_energy_ha": -0.1892, "charge": -1}


What is the formula in the first record?
C57H143LiN8O19